# C31H48GeN3O5RuS2

A structure of composition C31H48GeN3O5RuS2 at a distorted geometry (ωB97M-V/def2-TZVPD, the OMol25 dataset).

Last column: Löwdin charge in e.
Cartesian coordinates (Å):
H 1.528 0.151 2.535  0.036
C 3.281 -0.349 -2.516  -0.830
H -3.037 2.866 -3.487  0.121
C 4.862 -3.066 -1.780  -0.080
C -4.643 1.528 3.349  0.001
H -4.870 1.324 4.403  0.096
H -3.537 -5.658 -2.393  0.111
H -3.739 -0.505 1.461  0.070
C -2.113 3.276 -1.510  -0.679
N -2.824 -0.767 1.766  -0.058
H -1.873 1.654 -2.858  0.063
H 7.035 1.143 -3.468  0.059
H 1.220 4.218 1.036  0.074
H -0.505 4.680 -1.142  0.092
H 4.164 -3.768 -2.240  0.072
H -2.716 5.049 -0.424  0.069
C 1.553 3.559 1.841  -0.067
H -2.534 -6.297 -0.215  0.115
H 1.255 2.413 -0.487  0.058
C -0.801 3.930 -1.919  -0.022
C 1.156 2.092 1.627  -0.709
H 1.773 0.785 -0.112  0.078
H -0.375 -2.752 -2.600  0.111
C -3.605 -2.723 -0.670  -0.155
H -2.054 -4.735 1.552  0.140
H -0.891 4.326 -2.927  0.096
H -0.031 3.092 -1.915  0.093
H 5.214 1.330 -1.049  0.113
H 5.981 2.515 -3.207  0.084
C 6.533 1.685 -2.717  -0.079
H 5.438 -2.581 -2.581  0.077
H -5.214 0.874 2.723  0.075
C 1.443 -4.233 -0.196  -0.104
H -3.214 -0.890 3.883  0.145
C 1.780 1.144 2.643  -0.004
H 0.372 -1.505 1.519  0.101
H -1.598 -0.291 3.511  0.152
H 2.785 2.175 0.314  0.093
H -3.364 4.959 -1.987  0.099
H -2.323 1.529 5.272  0.097
O -0.235 1.922 1.731  -0.405
C -3.425 -4.979 -1.589  0.005
S -0.989 -0.512 -1.225  0.694
C 1.744 1.831 0.278  -0.051
H 1.104 -4.724 -2.260  0.109
H -3.494 1.862 -2.017  0.082
H 5.621 -3.573 -1.229  0.066
C -3.112 4.315 -1.154  -0.071
C -3.121 1.289 3.225  -0.573
H 1.596 1.515 3.670  0.105
O -1.810 2.494 -0.272  -0.501
C 5.570 0.749 -1.932  -0.221
O -2.042 -2.750 2.663  0.091
H 4.296 1.042 -3.600  0.114
O -4.411 -0.369 -0.403  0.028
H 2.844 1.210 2.481  0.088
C 4.173 -2.058 -0.865  -0.237
C -2.313 2.022 4.307  -0.031
C -2.702 -0.184 3.188  -0.091
C 0.111 -2.868 -1.614  -0.152
H -4.934 2.573 3.249  0.094
Ru -1.799 0.579 0.499  1.191
O -2.719 1.804 1.910  -0.470
H 5.033 -1.484 -0.502  0.091
Ge -1.458 3.314 1.439  1.074
C 1.270 -3.320 0.799  -0.101
C -4.064 -1.353 -0.995  -0.100
C -2.535 -4.426 0.622  0.010
H 3.781 -2.600 0.033  0.112
H 6.065 -0.164 -1.576  0.089
N 3.137 -1.219 -1.459  0.019
H 2.615 3.589 1.872  0.083
C -2.814 -5.285 -0.405  -0.054
C -2.644 -2.283 1.690  -0.289
H -2.732 3.043 4.365  0.096
H -4.422 -3.300 -2.472  0.081
H 1.110 3.937 2.760  0.082
N 4.463 0.301 -2.854  -0.027
C -2.929 -3.100 0.513  -0.115
H -1.284 2.183 3.901  0.068
C -0.100 -1.922 -0.632  -0.634
C 0.959 -4.016 -1.469  -0.037
C -3.846 -3.629 -1.717  0.023
S 1.937 0.034 -3.493  0.549
H 7.148 2.257 -2.041  0.070
C -2.671 2.349 -2.557  -0.034
H 1.769 -3.407 1.743  0.113
H 2.092 -5.062 -0.051  0.107
H 2.178 -1.508 -1.479  0.042
C 0.508 -2.168 0.635  -0.091
H -4.029 3.878 -0.740  0.104

Calculated values
Strongest force on any atom (Eh/bohr): 0.0849
Spin multiplicity: 5
Charge: +1
Energy (a.u.): -4718.4118
Orbital gap (alpha / beta) (eV): 6.128 / 5.505
Lowest unoccupied orbital energy (alpha / beta) (eV): -3.77 / -4.38
E_HOMO (alpha / beta) (Eh): -0.364 / -0.363
ΔE to the lowest compared entry with this formula, charge and spin (kcal per mole): 84.4